<one>
The following is a DFT calculation (ωB97M-V with the def2-TZVPD basis set) of 2 unconnected molecules or ions with the total composition C6H7FO.

Computed properties:
SMILES = Fc1ccccc1.O
Frontier orbital gap = 10.0 eV
Molecular weight = 114.12 g/mol

Atoms and positions in Å:
F 2.655 2.239 0.866
C 1.708 1.228 0.972
C 1.499 0.622 2.226
C 0.434 -0.300 2.388
C -0.419 -0.591 1.293
C -0.070 -0.081 0.041
C 0.934 0.845 -0.155
H 2.123 0.959 3.064
H 0.265 -0.634 3.420
H -1.240 -1.314 1.379
H -0.733 -0.224 -0.823
H 1.080 1.335 -1.127
O -2.972 -1.144 -4.266
H -3.262 -1.641 -5.065
H -2.002 -1.300 -4.215

<two>
The following is a DFT calculation (ωB97M-V with the def2-TZVPD basis set) of C6H7FO in the gas phase.

Computed properties:
Frontier orbital gap (spin up / spin down) = 8.8 / 8.8 eV
Molecular weight = 114.12 g/mol

Atoms and positions in Å:
C -1.271 1.220 0.302
C -1.924 0.131 0.019
C 0.177 1.130 0.604
C 1.216 0.360 -0.377
C -0.279 -1.660 -0.290
C 1.012 -1.061 -0.373
O 0.340 -1.729 0.858
F -3.153 -0.308 -0.115
H -1.844 2.204 0.405
H 0.580 2.133 0.709
H 0.418 0.528 1.464
H 1.078 0.602 -1.345
H 2.285 0.565 -0.179
H -0.513 -2.612 -0.753
H 1.878 -1.504 -0.928

Energies relative to the minimum, kJ/mol: <one> 0.0; <two> 590.0